Formula: C4H4LiO5Sm
Source: the Open Molecules 2025 dataset
Level of theory: wB97M-V/def2-TZVPD

Structure (XYZ):
```
15
Properties=species:S:1:pos:R:3
O 3.264 -0.769 -1.366
C 2.900 0.253 -0.701
C 1.436 -0.693 -2.762
O 2.928 0.384 0.528
O 2.189 1.167 -1.395
C 1.851 0.787 -2.729
H 0.783 -0.822 -3.635
H 2.133 -1.489 -3.030
H 1.019 1.440 -3.014
H 2.699 0.954 -3.405
O -1.014 -0.974 -1.697
C 0.235 -1.047 -1.513
O 0.623 -1.633 -0.420
Li 2.391 -1.659 0.438
Sm -1.747 -2.078 0.334
```

## Properties
Net charge: +1
Expectation value of S²: 12.008
Gap between HOMO and LUMO (spin up / spin down) in eV: 5.472 / 5.595
Multiplicity: 7
Lowest unoccupied orbital energy (spin up / spin down) in eV: -5.93 / -5.81

Atom charges from the Mulliken analysis, given in e for atoms 1 to 2:
1. O -0.714
2. C 0.674

Formula: C32H29KN5O4S2
Source: the Open Molecules 2025 dataset
Level of theory: wB97M-V/def2-TZVPD

Structure (XYZ):
```
73
Properties=species:S:1:pos:R:3
K -0.563 -2.158 0.966
C 2.874 -5.651 0.889
C 2.377 -4.235 0.742
O 1.194 -3.963 0.814
N 3.324 -3.284 0.519
C 3.030 -1.875 0.355
C 2.653 -1.441 -1.041
C 3.394 -0.487 -1.725
C 2.949 -0.056 -2.968
C 1.786 -0.602 -3.482
C 1.120 -1.562 -2.728
N 1.534 -1.972 -1.538
H 2.163 -6.190 1.510
H 3.871 -5.713 1.326
H 2.897 -6.128 -0.092
H 4.269 -3.592 0.374
H 3.902 -1.315 0.695
H 2.206 -1.570 1.006
H 4.283 -0.066 -1.273
H 3.494 0.704 -3.513
H 1.384 -0.285 -4.434
H 0.187 -1.989 -3.080
O 1.047 -0.728 4.944
C 0.514 -0.897 3.832
O 0.090 -1.951 3.312
C 0.322 0.392 3.012
C -0.132 1.543 3.713
C -0.319 2.700 3.027
C -0.053 2.732 1.634
C -0.220 3.892 0.839
C 0.032 3.859 -0.502
C 0.447 2.656 -1.116
C 0.626 1.527 -0.371
C 0.397 1.541 1.027
N 0.586 0.379 1.729
H -0.291 1.456 4.778
H -0.674 3.599 3.519
H -0.558 4.805 1.318
H -0.104 4.734 -1.124
H 0.586 2.634 -2.190
H 0.902 0.586 -0.825
C -0.902 -3.962 5.536
N -2.043 -3.450 4.804
C -2.397 -2.114 4.768
C -3.412 -1.986 3.893
N -3.663 -3.255 3.405
C -2.821 -4.164 3.958
S -2.798 -5.822 3.639
H -1.150 -4.064 6.593
H -0.071 -3.274 5.386
H -0.664 -4.941 5.127
H -1.837 -1.383 5.324
H -3.939 -1.118 3.542
H -4.306 -3.508 2.679
C -0.123 6.602 -5.510
C -0.493 5.387 -4.688
O 0.067 5.116 -3.659
S -1.828 4.444 -5.382
C -1.906 3.080 -4.269
C -2.414 3.273 -2.987
C -2.540 2.218 -2.110
C -2.178 0.913 -2.489
C -1.676 0.733 -3.790
C -1.537 1.798 -4.662
C -2.303 -0.174 -1.587
C -2.418 -1.093 -0.775
H -0.030 7.447 -4.829
H -0.843 6.831 -6.294
H 0.851 6.421 -5.965
H -2.701 4.270 -2.671
H -2.908 2.387 -1.107
H -1.401 -0.264 -4.105
H -1.144 1.626 -5.658
```

## Properties
Net charge: -1
Gap between HOMO and LUMO in eV: 6.928
Lowest unoccupied orbital energy in eV: 2.13

Atom charges from the Mulliken analysis, given in e for atoms 1 to 2:
1. K 1.271
2. C -1.311

Formula: C26H35CeN6O4S
Source: the Open Molecules 2025 dataset
Level of theory: wB97M-V/def2-TZVPD

Structure (XYZ):
```
73
Properties=species:S:1:pos:R:3
Ce 0.737 0.436 0.609
O -2.429 3.116 2.809
C -1.713 4.258 2.857
C -2.289 5.322 3.563
C -1.635 6.528 3.659
C -0.390 6.711 3.053
C 0.176 5.671 2.356
C -0.465 4.427 2.240
C 0.203 3.364 1.476
O -0.323 2.138 1.541
N 1.253 3.626 0.771
N 1.758 2.492 0.124
C 2.542 2.772 -0.862
C 3.264 1.842 -1.700
C 4.167 2.389 -2.621
C 4.935 1.577 -3.433
C 4.808 0.196 -3.336
C 3.921 -0.381 -2.442
C 3.141 0.438 -1.625
O 2.267 -0.117 -0.777
H -1.868 2.447 2.389
H -3.251 5.157 4.026
H -2.090 7.338 4.215
H 0.124 7.657 3.134
H 1.136 5.794 1.876
H 2.674 3.835 -1.071
H 4.260 3.466 -2.680
H 5.630 2.013 -4.136
H 5.407 -0.444 -3.970
H 3.817 -1.454 -2.369
C 2.942 0.119 2.687
O 1.619 -0.304 2.396
H 3.065 0.253 3.765
H 3.164 1.094 2.214
H 3.669 -0.610 2.313
C 2.232 -4.668 3.582
C 2.215 -4.127 2.166
N 1.128 -3.186 1.918
C 0.039 -3.316 1.180
S -0.891 -1.920 0.718
N -0.403 -4.480 0.697
C -0.280 -5.839 1.232
C 0.022 -6.829 0.127
H 3.041 -5.390 3.686
H 1.300 -5.155 3.862
H 2.408 -3.866 4.297
H 2.186 -4.906 1.401
H 3.134 -3.567 1.978
H 1.286 -2.238 2.266
H -1.183 -4.360 0.068
H -1.223 -6.074 1.735
H 0.488 -5.855 1.998
H -0.715 -6.764 -0.673
H 0.000 -7.847 0.512
H 1.005 -6.644 -0.305
N -0.912 0.818 -1.202
C -1.913 0.443 -1.657
N -3.029 0.029 -2.157
C -4.306 0.667 -1.786
C -4.946 1.292 -3.014
C -5.064 0.275 -4.143
C -3.704 -0.321 -4.486
C -3.062 -0.947 -3.259
H -4.096 1.393 -1.002
H -4.939 -0.120 -1.364
H -4.344 2.145 -3.339
H -5.926 1.684 -2.735
H -5.504 0.741 -5.025
H -5.751 -0.525 -3.846
H -3.044 0.457 -4.880
H -3.795 -1.084 -5.261
H -2.039 -1.278 -3.435
H -3.643 -1.804 -2.903
```

## Properties
Net charge: +1
Gap between HOMO and LUMO in eV: 6.558
Lowest unoccupied orbital energy in eV: -3.60

Atom charges from the Mulliken analysis, given in e for atoms 1 to 2:
1. Ce 0.751
2. O -0.690

Formula: C4H11INOPd
Source: the Open Molecules 2025 dataset
Level of theory: wB97M-V/def2-TZVPD

Structure (XYZ):
```
19
Properties=species:S:1:pos:R:3
Pd 1.402 -5.589 0.566
I 2.802 -3.397 -0.250
C 1.469 0.705 -0.103
C 0.137 0.049 -0.406
C -0.960 1.069 -0.675
O -1.255 1.908 0.394
C -1.683 1.260 1.576
N 0.262 -0.857 -1.529
H 2.268 -0.017 0.083
H 1.405 1.351 0.770
H 1.768 1.308 -0.962
H -0.143 -0.545 0.489
H -1.847 0.608 -1.146
H -0.623 1.749 -1.466
H -2.593 0.674 1.416
H -1.864 2.031 2.321
H -0.897 0.621 2.003
H 0.964 -1.583 -1.374
H -0.615 -1.346 -1.709
```

## Properties
Net charge: +1
Expectation value of S²: 2.016
Gap between HOMO and LUMO (spin up / spin down) in eV: 7.778 / 3.064
Multiplicity: 3
Lowest unoccupied orbital energy (spin up / spin down) in eV: -5.06 / -8.73

Atom charges from the Mulliken analysis, given in e for atoms 1 to 2:
1. Pd 0.431
2. I 0.244

Across the entries above, electronic energy takes the values -32553.71920, -87294.01337, -68422.56876, -19433.37523 eV, respectively.
Across the entries above, relative energy (zero: lowest compared OMol25 entry of this formula, charge and spin) takes the values 17.2, 22.1, 0.0, 0.0 kcal per mole, respectively.